1.
C42H40O2PtSb2 | wB97M-V/def2-TZVPD

```
87
Properties=species:S:1:pos:R:3:lowdin_charge:R:1
Pt -1.25911 1.47841 0.43455 0.7721
C 3.35452 2.30733 -0.18204 -0.4023
C 4.20495 1.05990 0.05102 -0.3802
C 3.74374 0.29865 1.28857 -0.3806
Sb 1.62724 -0.25133 1.27769 1.5139
C 1.89877 -1.15467 3.21819 -0.3696
C 2.16775 -2.50871 3.39252 -0.1225
C 2.34009 -3.03460 4.66632 -0.0849
C 2.24954 -2.21085 5.77881 -0.0957
C 1.98329 -0.85932 5.61494 -0.0930
C 1.80513 -0.33768 4.34146 -0.1386
C 1.96146 -2.14799 0.28599 -0.3624
C 0.96190 -3.11729 0.31924 -0.1452
C 1.17365 -4.37710 -0.22283 -0.0850
C 2.38809 -4.68445 -0.81751 -0.0921
C 3.38315 -3.72118 -0.87618 -0.0844
C 3.16764 -2.46270 -0.32973 -0.1233
Sb 1.48651 2.10895 -1.30771 1.4830
C 1.07767 0.10654 -2.02285 -0.4312
C 1.90624 -0.57248 -2.90470 -0.1272
C 1.48079 -1.75471 -3.49521 -0.0739
C 0.21870 -2.25754 -3.22128 -0.0776
C -0.61675 -1.58987 -2.33648 -0.0774
C -0.17945 -0.41928 -1.74658 -0.1989
C 2.34304 2.49227 -3.26490 -0.3881
C 3.69704 2.68026 -3.51350 -0.1308
C 4.15264 2.92504 -4.80321 -0.0891
C 3.25658 2.98567 -5.85893 -0.0918
C 1.90266 2.78772 -5.62376 -0.0852
C 1.45286 2.54548 -4.33590 -0.1421
H 3.90448 3.07633 -0.72564 0.0353
H 3.06051 2.73528 0.77879 0.0439
H 5.25091 1.35862 0.18965 0.1065
H 4.17969 0.41737 -0.83453 0.0784
H 3.87515 0.92562 2.17462 0.0574
H 4.32151 -0.61324 1.44741 0.0542
H 2.23605 -3.16195 2.53244 0.0853
H 2.54606 -4.09102 4.78740 0.1019
H 2.39056 -2.62078 6.77080 0.0997
H 1.91315 -0.21155 6.47997 0.1012
H 1.57873 0.71702 4.21933 0.0956
H 0.00860 -2.88223 0.78176 0.0775
H 0.38838 -5.12253 -0.18203 0.1034
H 2.55945 -5.66900 -1.23429 0.1002
H 4.33354 -3.94554 -1.34529 0.1027
H 3.96255 -1.73140 -0.38960 0.0802
H 2.88597 -0.17623 -3.14743 0.1011
H 2.13340 -2.27897 -4.18197 0.1069
H -0.11713 -3.16998 -3.69702 0.1055
H -1.60273 -1.97933 -2.11420 0.1112
H -0.84365 0.10996 -1.03501 0.0125
H 4.41716 2.62921 -2.70539 0.0840
H 5.21124 3.06907 -4.98020 0.1019
H 3.61177 3.18431 -6.86180 0.1010
H 1.19860 2.82458 -6.44548 0.1033
H 0.39302 2.39044 -4.15914 0.0947
C -1.73505 -2.45015 2.88235 0.0053
C -2.08362 -1.13030 2.24084 -0.3518
O -1.25398 -0.61073 1.47765 -0.1831
C -3.37119 -0.53149 2.49937 -0.1053
C -4.47746 -1.30893 2.88205 -0.0409
C -5.74180 -0.77851 2.93148 -0.0946
C -5.93173 0.57072 2.59721 -0.0712
C -4.86851 1.36721 2.26401 -0.0053
C -3.54089 0.86339 2.24870 -0.3553
O -2.54589 1.67742 2.09370 -0.1878
H -0.68064 -2.65108 2.71525 0.0541
H -2.32109 -3.26232 2.44853 0.0944
H -1.92931 -2.42161 3.95421 0.1011
H -4.32975 -2.36143 3.09168 0.1060
H -6.58757 -1.39925 3.19477 0.0970
H -6.93490 0.98034 2.59878 0.1056
H -4.98718 2.41110 2.00385 0.1046
C -1.88272 2.88585 -0.94085 -0.2825
C -3.36185 2.78493 -0.91642 -0.3223
C -4.00281 1.69438 -1.51676 -0.0560
C -5.38390 1.60668 -1.54483 -0.0861
C -6.15849 2.61377 -0.98600 -0.1023
C -5.53803 3.70207 -0.38925 -0.1032
C -4.15581 3.78364 -0.34768 -0.0585
H -1.52139 3.86645 -0.63157 0.0485
H -1.48425 2.64022 -1.92530 0.0283
H -3.40006 0.91799 -1.97629 0.1039
H -5.86052 0.75720 -2.01768 0.1009
H -7.23849 2.55102 -1.01775 0.0984
H -6.13901 4.49655 0.03566 0.1026
H -3.67936 4.63635 0.12109 0.1141
```

Calculated values
energy relative to the best compared isomer or geometry (same formula, charge and spin)	63.60	kcal per mole
charge	0
E_LUMO (alpha / beta)	-0.83 / -0.83	eV

***

2.
H16O8 | wB97M-V/def2-TZVPD

```
24
Properties=species:S:1:pos:R:3:nbo_charge:R:1
H -0.22826 -0.53155 -1.11343 0.4629
H 1.09064 -0.10242 -1.53621 0.4660
H 1.54170 -2.46851 -0.39621 0.4778
H 1.88907 -1.85198 -1.88380 0.4645
H -1.31975 -0.59871 3.11804 0.4752
H -2.55771 -0.75533 4.10996 0.4537
H -0.66372 1.69494 0.31509 0.4560
H -0.20377 0.41609 1.01805 0.4640
H 2.06126 2.45227 -2.39065 0.4759
H 0.53451 2.59022 -1.91029 0.4880
H 1.50048 -1.83667 3.00250 0.4600
H 3.02016 -1.78771 3.18812 0.4688
H -2.46600 0.03694 0.61518 0.4363
H -3.39872 0.29452 1.82045 0.4633
H 0.10316 1.04062 -5.31042 0.4701
H -0.60018 0.24943 -4.22910 0.4581
O 0.56116 -0.02270 -0.81916 -0.9291
O 2.20992 -2.38743 -1.07526 -0.9422
O -2.24212 -0.26239 3.39376 -0.9264
O -0.66426 1.25570 1.14403 -0.9156
O 1.18125 2.20091 -2.62233 -0.9633
O 2.22177 -1.72785 3.70172 -0.9284
O -2.51911 0.31352 1.54307 -0.9077
O -0.78648 0.77497 -5.06800 -0.9280
```

Calculated values
energy relative to the best compared isomer or geometry (same formula, charge and spin)	145.19	kcal per mole
SMILES	O.O.O.O.O.O.O.O
charge	0
E_LUMO	-0.45	eV

***

3.
C25H52F3N2O4P | wB97M-V/def2-TZVPD

```
87
Properties=species:S:1:pos:R:3:lowdin_spin:R:1
C 3.07298 5.06556 -3.00429 0.0001
O 2.60888 3.74858 -3.17521 0.0000
C 1.44564 3.47730 -2.41394 0.0019
C 0.15748 4.04502 -3.03744 0.0001
C -0.84281 2.97287 -3.45417 0.0000
P -2.55480 3.69960 -3.79629 0.0000
C -4.28313 4.46827 -4.18977 0.0000
C -4.73131 5.56992 -3.23683 0.0000
O -3.64140 6.34245 -2.74144 0.0000
C -5.48547 5.05403 -1.98954 0.0000
F -6.66975 5.68354 -1.86221 0.0000
F -4.80821 5.24735 -0.85780 0.0000
F -5.76101 3.73551 -2.05801 0.0000
H 3.32496 5.26368 -1.95491 0.0000
H 2.33216 5.80816 -3.32681 0.0000
H 3.96818 5.18090 -3.61152 0.0000
H 1.57853 3.86335 -1.39410 0.0000
H 1.37452 2.39293 -2.33406 0.0005
H -0.32433 4.74221 -2.33972 0.0000
H 0.44035 4.63660 -3.91469 0.0000
H -0.50840 2.45884 -4.36233 0.0000
H -0.94247 2.22401 -2.65937 0.0000
H -2.91648 2.59180 -4.60921 0.0000
H -2.88333 3.64781 -2.41526 0.0000
H -1.93761 4.83656 -4.40961 0.0000
H -5.01107 3.65582 -4.21617 0.0000
H -4.22865 4.88404 -5.20243 0.0000
H -5.44061 6.24050 -3.73150 0.0000
H -3.16859 6.70098 -3.50129 0.0000
C 3.76371 -2.27260 -2.82776 0.0046
C 3.35413 -1.32677 -1.69176 0.0247
C 3.44948 -2.01405 -0.32242 0.0170
C 2.36347 -3.05945 -0.09165 0.0013
C 0.97479 -2.46678 -0.30114 0.0173
C 0.80121 -1.81004 -1.67497 0.0256
N 1.93837 -0.83982 -1.85127 0.4015
O 1.72535 0.31170 -1.35889 0.4943
C 0.75267 -2.84905 -2.79461 0.0040
C -0.49952 -1.01550 -1.71930 -0.0012
C 4.26904 -0.10691 -1.73534 -0.0013
H 3.27400 -2.00005 -3.76208 0.0016
H 4.84001 -2.19068 -2.98016 -0.0003
H 3.54749 -3.31726 -2.61495 0.0001
H 3.37035 -1.24218 0.44975 0.0016
H 4.44506 -2.45901 -0.23456 0.0021
H 2.51627 -3.92718 -0.74010 0.0003
H 2.43822 -3.43413 0.93186 0.0010
H 0.20630 -3.23413 -0.18046 0.0019
H 0.78100 -1.71808 0.46991 0.0012
H 0.76069 -2.36395 -3.77181 0.0013
H -0.18131 -3.40417 -2.69896 -0.0004
H 1.56242 -3.57052 -2.76101 0.0000
H -0.55844 -0.29909 -0.90543 -0.0002
H -1.33402 -1.71404 -1.63383 -0.0004
H -0.59043 -0.47543 -2.66338 0.0002
H 4.16305 0.42446 -2.68217 0.0002
H 5.30164 -0.44885 -1.64023 -0.0004
H 4.05040 0.58883 -0.93153 -0.0002
C -2.47880 -2.24488 5.45877 0.0045
C -1.76204 -3.08451 4.39397 0.0246
C -1.08064 -4.31602 5.00721 0.0171
C 0.15668 -3.97815 5.83368 0.0010
C 1.15543 -3.15622 5.02399 0.0173
C 0.54208 -1.88336 4.42553 0.0249
N -0.69598 -2.29844 3.67915 0.4006
O -0.48287 -2.66731 2.48239 0.4993
C 0.24470 -0.84458 5.50612 0.0039
C 1.50116 -1.24988 3.42343 -0.0012
C -2.79287 -3.51587 3.35636 -0.0013
H -2.54066 -1.19927 5.15938 0.0015
H -3.49636 -2.61861 5.57253 -0.0003
H -2.00649 -2.29803 6.43712 0.0000
H -0.79272 -4.98550 4.19105 0.0016
H -1.81897 -4.84656 5.61502 0.0021
H -0.12260 -3.44732 6.74790 0.0003
H 0.63324 -4.90542 6.15729 0.0007
H 2.01041 -2.86783 5.64158 0.0021
H 1.54109 -3.76739 4.20226 0.0016
H -0.30996 -0.00402 5.08761 0.0012
H 1.19573 -0.46762 5.88433 -0.0004
H -0.30838 -1.23554 6.35349 0.0000
H 1.81061 -1.95820 2.66043 -0.0003
H 2.38513 -0.90141 3.96120 -0.0004
H 1.03678 -0.39596 2.92849 0.0002
H -3.24128 -2.64665 2.87350 0.0001
H -3.57974 -4.07517 3.86590 -0.0004
H -2.35233 -4.14369 2.58843 -0.0003
```

Calculated values
charge	0
spin multiplicity	3
E_LUMO (alpha / beta)	0.75 / 0.66	eV

***

| no. | molecular weight (g/mol) |
| --- | --- |
| 1 | 1015.38 |
| 2 | 144.12 |
| 3 | 532.67 |